{
  "formula": "C45H39BrInN5O3S",
  "method": "the ωB97M-V functional and the def2-TZVPD basis",
  "e_lumo_ev": -5.60,
  "e_above_lowest_kcal_mol": 11.24,
  "total_charge": 2,
  "largest_force_ev_per_a": 1.00,
  "gap_ev": 6.869,
  "elements": ["In", "C", "C", "C", "C", "C", "C", "N", "C", "C", "C", "C", "C", "N", "C", "C", "C", "C", "C", "C", "N", "H", "H", "H", "H", "H", "H", "H", "H", "H", "H", "H", "H", "H", "H", "H", "O", "C", "C", "C", "C", "C", "C", "C", "O", "N", "N", "C", "C", "Br", "C", "C", "C", "C", "C", "C", "C", "H", "H", "H", "H", "H", "H", "H", "H", "H", "H", "H", "H", "H", "H", "O", "S", "C", "C", "C", "C", "C", "C", "C", "C", "C", "C", "C", "C", "H", "H", "H", "H", "H", "H", "H", "H", "H", "H"],
  "positions_angstrom": [[-0.21670, 0.96550, 0.81519], [-2.84305, -0.38678, -1.23149], [-3.22682, -0.58999, 0.20193], [-4.41231, -1.26201, 0.50584], [-4.74478, -1.48015, 1.82443], [-3.88473, -1.03371, 2.81687], [-2.73021, -0.36073, 2.45189], [-2.42348, -0.13990, 1.16529], [-1.76405, 0.11597, 3.46822], [-2.04996, 0.08519, 4.82838], [-1.10038, 0.52037, 5.73517], [0.10760, 1.00743, 5.26974], [0.32633, 1.04061, 3.89859], [-0.58545, 0.58218, 3.03888], [1.51310, 1.72284, 3.33883], [2.67064, 1.92662, 4.06631], [3.66244, 2.73022, 3.51831], [3.43644, 3.33994, 2.30223], [2.25198, 3.08448, 1.60874], [1.96467, 3.76978, 0.31348], [1.34050, 2.24424, 2.11439], [-3.44082, 0.41495, -1.66793], [-3.03954, -1.29075, -1.80660], [-1.78643, -0.13791, -1.31403], [-5.05246, -1.60942, -0.29322], [-5.65296, -2.00559, 2.08675], [-4.12569, -1.22996, 3.84998], [-3.01211, -0.24083, 5.18996], [-1.31107, 0.51225, 6.79583], [0.84228, 1.40183, 5.95455], [2.81365, 1.47340, 5.03631], [4.58640, 2.89912, 4.05446], [4.16599, 4.01387, 1.87536], [2.30209, 4.80458, 0.35852], [0.89752, 3.75376, 0.11302], [2.49372, 3.28792, -0.51160], [-2.60846, 3.24661, -3.50203], [-2.57175, 4.33058, -2.65703], [-3.14001, 5.55003, -2.99297], [-3.06429, 6.61075, -2.10443], [-2.41407, 6.46085, -0.88937], [-1.85439, 5.23744, -0.55542], [-1.93588, 4.16430, -1.42804], [-1.47313, 2.77364, -1.05189], [-1.25133, 2.62288, 0.29098], [-0.24084, 2.45824, -1.82926], [0.52705, 1.46685, -1.38589], [1.40682, 0.88384, -2.11689], [2.42411, -0.00316, -1.61755], [2.64409, -0.01002, 0.30189], [3.31987, -0.72300, -2.30903], [3.44714, -0.93127, -3.74345], [4.70846, -1.32556, -4.21236], [4.94210, -1.50847, -5.56179], [3.91435, -1.31931, -6.47598], [2.64691, -0.98009, -6.02348], [2.40984, -0.79287, -4.67341], [-3.11339, 3.48021, -4.28811], [-3.64993, 5.66170, -3.94383], [-3.52057, 7.55463, -2.37000], [-2.35938, 7.29056, -0.19822], [-1.36824, 5.08994, 0.39993], [-2.25398, 2.08985, -1.41500], [-0.33741, 2.59912, -2.82958], [1.47359, 1.12260, -3.17729], [4.09963, -1.20625, -1.73019], [5.51665, -1.47582, -3.50661], [5.92389, -1.80428, -5.90566], [4.09672, -1.45261, -7.53347], [1.83600, -0.87100, -6.73134], [1.39777, -0.59713, -4.34338], [-0.03099, -1.28815, 0.30440], [-0.12698, -2.28293, 1.46006], [1.33795, -3.29382, 1.28818], [1.86767, -3.55599, 0.03514], [3.02498, -4.31143, -0.05084], [3.63432, -4.79025, 1.10358], [3.08959, -4.52209, 2.35108], [1.93332, -3.76213, 2.44985], [-1.34151, -3.49344, 0.93345], [-1.97028, -4.24529, 1.91472], [-2.91084, -5.19170, 1.53698], [-3.22439, -5.36053, 0.19489], [-2.59333, -4.59262, -0.77549], [-1.64095, -3.65462, -0.40839], [1.38698, -3.16734, -0.85369], [3.45113, -4.53077, -1.02061], [4.54632, -5.36709, 1.03013], [3.56509, -4.89588, 3.24746], [1.49243, -3.53331, 3.41320], [-1.71549, -4.10274, 2.95923], [-3.39505, -5.79954, 2.28945], [-3.96472, -6.09406, -0.09510], [-2.83737, -4.73267, -1.82035], [-1.12815, -3.05475, -1.14978]],
  "atomic_forces_ev_per_a": [[-0.2, -0.2, 0.2], [0.0, 0.1, 0.1], [-0.1, -0.2, -0.1], [0.1, 0.0, 0.1], [0.0, 0.0, -0.1], [0.0, 0.0, 0.1], [-0.4, -0.2, -0.1], [0.3, 0.2, 0.0], [0.1, 0.0, 0.3], [0.0, 0.0, 0.0], [0.1, 0.0, -0.1], [0.0, -0.1, -0.1], [-0.1, 0.0, 0.4], [0.0, 0.1, -0.4], [0.2, 0.2, -0.1], [0.0, -0.1, 0.0], [0.0, 0.0, -0.1], [-0.1, -0.1, 0.1], [0.1, 0.1, 0.1], [0.0, -0.1, 0.0], [-0.2, -0.1, -0.2], [0.0, 0.0, 0.0], [0.0, 0.0, 0.0], [0.0, 0.0, -0.1], [0.0, 0.0, 0.0], [0.0, 0.0, 0.0], [0.0, 0.0, 0.0], [0.0, 0.0, -0.1], [0.0, 0.0, 0.0], [0.0, 0.0, 0.0], [0.0, 0.0, 0.0], [0.0, 0.0, 0.0], [0.0, 0.0, 0.0], [0.0, 0.0, 0.0], [0.0, 0.0, -0.1], [0.0, 0.0, 0.0], [0.0, 0.0, 0.0], [0.0, 0.3, 0.2], [0.0, -0.1, -0.1], [0.0, 0.0, 0.0], [0.0, 0.1, 0.1], [0.0, 0.0, 0.0], [-0.1, -0.3, -0.1], [-0.3, 0.0, -0.1], [0.2, -0.1, 0.0], [-0.1, 0.5, -0.1], [0.0, -0.6, 0.4], [-0.2, 0.3, -0.3], [0.2, -0.3, 0.5], [0.4, 0.1, -0.3], [-0.1, 0.0, 0.2], [0.1, -0.1, -0.4], [-0.1, 0.1, 0.1], [0.0, 0.0, -0.1], [0.0, 0.0, 0.1], [0.0, 0.0, -0.1], [0.0, -0.1, 0.1], [0.0, 0.0, 0.0], [0.0, 0.0, 0.0], [0.0, 0.0, 0.0], [0.0, 0.0, 0.0], [-0.1, 0.0, 0.0], [0.1, 0.0, 0.1], [0.1, -0.2, 0.0], [0.0, 0.1, 0.1], [0.0, 0.0, 0.1], [0.0, 0.0, 0.0], [0.0, 0.0, 0.0], [0.0, 0.0, 0.0], [0.0, 0.0, 0.0], [0.0, 0.0, 0.0], [-0.2, 0.7, 0.0], [0.1, -1.0, -0.3], [0.0, 0.2, 0.3], [0.0, 0.0, -0.1], [-0.1, 0.0, 0.0], [0.0, 0.0, 0.1], [0.0, 0.0, 0.0], [-0.1, 0.1, 0.0], [-0.1, 0.2, 0.2], [0.1, 0.1, 0.1], [0.0, 0.0, 0.0], [0.0, 0.0, 0.0], [0.0, 0.0, 0.0], [0.1, 0.1, -0.1], [0.0, 0.0, 0.0], [0.0, 0.0, 0.0], [0.0, 0.0, 0.0], [0.0, 0.0, 0.0], [0.1, 0.0, 0.0], [-0.1, 0.0, 0.0], [0.0, 0.0, 0.0], [0.0, 0.0, 0.0], [0.0, 0.0, 0.0], [-0.1, 0.0, 0.0]]
}